{"formula": "C88H180F18N8O12", "method": "wB97M-V/def2-TZVPD", "largest_force_ev_per_a": 4.038, "e_homo_ha": -0.33993, "e_above_lowest_kcal_mol": 2.8, "charge": 2, "molar_mass_g_mol": 1884.4, "lumo_ev": -3.28, "species": ["C", "C", "C", "N", "C", "C", "C", "C", "C", "H", "H", "H", "H", "H", "H", "H", "H", "H", "H", "H", "H", "H", "H", "H", "H", "H", "H", "C", "C", "C", "N", "C", "C", "C", "C", "C", "H", "H", "H", "H", "H", "H", "H", "H", "H", "H", "H", "H", "H", "H", "H", "H", "H", "H", "C", "C", "C", "N", "C", "C", "C", "C", "C", "H", "H", "H", "H", "H", "H", "H", "H", "H", "H", "H", "H", "H", "H", "H", "H", "H", "H", "C", "C", "C", "N", "C", "C", "C", "C", "C", "H", "H", "H", "H", "H", "H", "H", "H", "H", "H", "H", "H", "H", "H", "H", "H", "H", "H", "C", "C", "C", "N", "C", "C", "C", "C", "C", "H", "H", "H", "H", "H", "H", "H", "H", "H", "H", "H", "H", "H", "H", "H", "H", "H", "H", "C", "C", "C", "N", "C", "C", "C", "C", "C", "H", "H", "H", "H", "H", "H", "H", "H", "H", "H", "H", "H", "H", "H", "H", "H", "H", "H", "C", "C", "C", "N", "C", "C", "C", "C", "C", "H", "H", "H", "H", "H", "H", "H", "H", "H", "H", "H", "H", "H", "H", "H", "H", "H", "H", "C", "C", "C", "N", "C", "C", "C", "C", "C", "H", "H", "H", "H", "H", "H", "H", "H", "H", "H", "H", "H", "H", "H", "H", "H", "H", "H", "C", "O", "O", "C", "F", "F", "F", "C", "C", "H", "H", "H", "H", "H", "H", "C", "O", "O", "C", "F", "F", "F", "C", "C", "H", "H", "H", "H", "H", "H", "C", "O", "O", "C", "F", "F", "F", "C", "C", "H", "H", "H", "H", "H", "H", "C", "O", "O", "C", "F", "F", "F", "C", "C", "H", "H", "H", "H", "H", "H", "C", "O", "O", "C", "F", "F", "F", "C", "C", "H", "H", "H", "H", "H", "H", "C", "O", "O", "C", "F", "F", "F", "C", "C", "H", "H", "H", "H", "H", "H"], "positions_angstrom": [[5.952011, -6.491668, -0.565361], [4.772093, -6.130031, 0.340200], [4.571364, -4.605298, 0.417825], [3.191683, -4.096703, 1.006376], [2.174815, -4.261939, -0.021441], [3.254013, -2.629446, 1.398105], [4.061331, -2.621407, 2.701311], [3.706935, -4.001629, 3.335866], [2.859600, -4.694434, 2.321613], [6.809912, -5.868279, -0.339722], [5.780476, -6.350224, -1.627725], [6.218852, -7.537269, -0.345470], [4.930427, -6.512678, 1.354547], [3.816509, -6.490011, 0.063185], [4.633101, -4.102719, -0.542509], [5.319170, -4.221400, 1.084346], [1.157062, -4.142923, 0.388259], [2.131017, -5.149654, -0.605362], [2.332228, -3.489896, -0.769834], [2.276335, -2.256419, 1.448397], [3.544020, -2.036117, 0.570164], [3.595512, -1.845396, 3.316725], [5.102311, -2.399218, 2.589647], [3.156450, -3.976579, 4.284900], [4.622257, -4.521810, 3.625231], [1.782394, -4.540623, 2.431450], [3.055145, -5.778712, 2.193668], [-2.690435, 6.701680, 0.206016], [-2.890392, 5.218004, -0.204805], [-3.770750, 4.616429, 0.870941], [-4.335147, 3.284009, 0.440143], [-3.307971, 2.203343, 0.481843], [-4.929479, 3.390604, -0.945998], [-6.051333, 2.287944, -0.972405], [-6.714814, 2.383322, 0.437493], [-5.566133, 2.945924, 1.353685], [-1.980166, 7.185413, -0.502390], [-2.313992, 6.775197, 1.232091], [-3.582742, 7.213222, 0.133531], [-1.980891, 4.607592, -0.400257], [-3.323135, 5.275007, -1.223513], [-4.620795, 5.333504, 0.976037], [-3.327245, 4.520900, 1.929057], [-3.799874, 1.252608, 0.144659], [-2.943368, 2.185259, 1.504915], [-2.535278, 2.422866, -0.234217], [-4.223966, 3.064927, -1.699283], [-5.234423, 4.374022, -1.207918], [-5.401520, 1.374811, -1.070149], [-6.658278, 2.386632, -1.851803], [-6.939973, 1.445352, 0.902574], [-7.509409, 3.111052, 0.498872], [-5.120472, 2.153261, 2.006287], [-5.890629, 3.805931, 1.864430], [-3.486298, -9.265301, -3.135313], [-3.246156, -7.785783, -2.738634], [-2.742007, -7.574483, -1.282927], [-2.310584, -6.099721, -1.063958], [-1.369709, -5.646835, -2.113489], [-1.617940, -5.935215, 0.254334], [-1.928603, -4.526202, 0.591688], [-3.414727, -4.428354, 0.317108], [-3.589068, -5.264773, -0.965363], [-4.562093, -9.457455, -3.030899], [-2.856268, -9.790075, -2.458015], [-3.218700, -9.494205, -4.182491], [-4.114541, -7.153491, -2.962735], [-2.393533, -7.451671, -3.341040], [-1.817749, -8.152276, -1.129348], [-3.331646, -7.844104, -0.367106], [-0.628130, -6.436297, -2.220837], [-0.963092, -4.657617, -1.914231], [-2.009953, -5.591454, -3.000137], [-0.538701, -6.095575, 0.147949], [-2.021308, -6.731664, 0.908299], [-1.425864, -3.840126, -0.116205], [-1.714344, -4.162969, 1.577908], [-3.644798, -3.355601, 0.185594], [-3.911999, -4.865228, 1.190500], [-3.628943, -4.708118, -1.913998], [-4.426644, -5.919387, -0.880540], [-10.714589, -1.915668, 2.872988], [-9.614566, -2.942934, 3.107250], [-8.264253, -2.324608, 2.844688], [-7.008358, -3.175124, 3.172826], [-7.182290, -4.630361, 2.938575], [-6.516088, -2.897399, 4.597935], [-5.492741, -1.723786, 4.487336], [-5.303960, -1.479857, 2.960456], [-5.906582, -2.640659, 2.236681], [-10.841992, -1.340015, 3.784958], [-11.698272, -2.359332, 2.666066], [-10.423657, -1.314501, 2.034038], [-9.765689, -3.788845, 2.422490], [-9.842977, -3.416103, 4.117588], [-8.089766, -1.368549, 3.378425], [-8.220535, -2.188298, 1.755264], [-7.674149, -4.697338, 1.931136], [-7.831792, -5.030650, 3.702717], [-6.226937, -5.108053, 2.904809], [-6.063565, -3.861210, 4.959289], [-7.397911, -2.658740, 5.199260], [-4.570667, -2.084092, 4.856933], [-5.797638, -0.862517, 5.046083], [-4.253620, -1.327263, 2.771614], [-5.845882, -0.592547, 2.656541], [-5.206468, -3.514890, 2.238361], [-6.323342, -2.438808, 1.233581], [-3.033833, 0.499509, 4.285526], [-2.854677, 1.193973, 5.685951], [-2.866649, 0.180180, 6.822268], [-2.240338, 0.658166, 8.098302], [-2.680186, -0.178630, 9.240695], [-2.445097, 2.119162, 8.397405], [-1.112031, 2.781099, 8.806988], [-0.138193, 1.639938, 8.911571], [-0.796731, 0.589450, 7.956657], [-3.229629, -0.546369, 4.417056], [-2.099614, 0.692977, 3.789373], [-3.843606, 1.006685, 3.754253], [-3.744343, 1.835662, 5.843055], [-1.950920, 1.804641, 5.687694], [-2.338944, -0.747538, 6.606480], [-3.920985, -0.092660, 7.035442], [-2.160610, 0.114465, 10.202132], [-2.348833, -1.180458, 9.078816], [-3.741677, -0.177266, 9.387271], [-3.199578, 2.070205, 9.213505], [-3.144046, 2.535778, 7.596635], [-1.195198, 3.355369, 9.696306], [-0.625882, 3.426809, 8.086908], [0.017437, 1.286508, 9.931660], [0.801397, 2.054467, 8.526141], [-0.464304, -0.400145, 8.235409], [-0.635544, 0.877017, 6.909391], [3.798537, 3.220328, -7.317534], [3.112175, 4.223889, -6.359059], [3.190816, 5.575367, -6.960725], [2.404189, 6.632088, -6.167904], [3.131005, 7.137413, -4.896436], [1.037133, 6.145376, -5.726557], [0.057202, 7.383427, -5.846326], [0.904584, 8.481074, -6.357271], [2.077646, 7.833856, -7.050830], [3.219105, 3.307779, -8.262144], [3.735870, 2.235602, -6.841662], [4.875122, 3.455587, -7.547127], [3.570584, 4.179189, -5.351670], [2.097949, 3.904915, -6.252029], [2.723702, 5.657277, -7.950294], [4.156205, 6.064050, -7.122619], [4.011678, 7.717597, -5.049481], [3.177620, 6.227162, -4.330042], [2.486005, 7.700928, -4.284841], [1.124650, 5.684299, -4.702170], [0.678789, 5.401665, -6.493656], [-0.403265, 7.615976, -4.899547], [-0.732120, 7.238980, -6.561519], [1.236859, 9.107846, -5.534602], [0.326535, 9.111330, -7.033832], [3.008283, 8.409916, -7.146945], [1.849880, 7.410783, -8.011287], [6.096296, 0.170904, -4.033623], [7.357255, -0.677667, -3.808671], [8.135649, 0.006807, -2.675877], [9.376678, -0.736194, -2.160072], [8.986138, -1.932605, -1.408157], [10.196150, 0.206291, -1.367190], [11.067234, 0.877185, -2.420947], [11.023855, 0.067634, -3.750912], [10.325881, -1.138623, -3.288455], [6.322612, 1.193347, -4.323777], [5.518155, 0.157728, -3.131887], [5.427130, -0.274369, -4.787315], [7.961722, -0.696868, -4.731339], [6.979721, -1.653222, -3.563746], [7.520955, 0.326920, -1.817538], [8.495234, 0.934538, -3.141829], [8.267820, -2.563419, -1.965877], [8.538750, -1.584835, -0.490723], [9.946591, -2.338042, -1.094806], [10.838186, -0.436095, -0.749661], [9.533995, 0.923642, -0.768997], [12.049960, 0.968389, -2.040344], [10.780395, 1.915662, -2.599686], [11.967681, -0.184073, -4.268515], [10.450502, 0.591986, -4.582127], [11.097481, -1.820984, -2.899297], [9.726368, -1.637387, -4.070950], [-5.702311, -1.207363, -5.375306], [-4.336807, -1.734328, -4.988719], [-3.244609, -0.657967, -5.071307], [-1.940878, -1.260874, -5.455685], [-2.023191, -1.845130, -6.851487], [-1.479322, -2.269977, -4.440375], [0.006891, -2.523170, -4.649923], [0.491697, -1.132793, -5.193774], [-0.743101, -0.323123, -5.483605], [-5.661682, -0.105678, -5.278835], [-6.470491, -1.670659, -4.801499], [-5.925163, -1.373683, -6.391984], [-4.232324, -2.663762, -5.596218], [-4.301611, -2.092575, -3.929648], [-3.065707, -0.156431, -4.092285], [-3.519430, 0.205680, -5.755892], [-2.441412, -1.153533, -7.522011], [-2.567062, -2.777611, -6.921541], [-1.032996, -2.112241, -7.229136], [-2.157147, -3.143711, -4.514026], [-1.583687, -1.685401, -3.549338], [0.187278, -3.313002, -5.409122], [0.465687, -2.731543, -3.720369], [1.060175, -1.357168, -6.144866], [1.095906, -0.558018, -4.478042], [-0.736493, 0.228558, -6.490772], [-0.933526, 0.535410, -4.815540], [-0.089706, -1.789743, -1.248423], [0.883943, -1.411822, -0.225123], [-0.236074, -3.067812, -1.475264], [-1.435390, -1.296041, -0.699999], [-2.445934, -1.743577, -1.353558], [-1.571077, -1.793902, 0.528017], [-1.492925, 0.061340, -0.606817], [1.506584, -0.117538, -0.442449], [1.659356, 0.483838, 0.904477], [2.146014, 1.435340, 0.803717], [0.757782, 0.649726, 1.482134], [2.255670, -0.287075, 1.415942], [0.896927, 0.489604, -1.114252], [2.503700, -0.219965, -0.901863], [0.250578, -1.126943, -2.146903], [2.677514, 5.609949, -1.865835], [3.519516, 4.611021, -1.122955], [2.325237, 5.121191, -3.028941], [1.524191, 6.104330, -0.948689], [1.971681, 6.812069, 0.117783], [0.753592, 6.977716, -1.679990], [0.695447, 5.229502, -0.312203], [4.552336, 4.075186, -1.953524], [5.339161, 3.086189, -1.063416], [5.779864, 3.492494, -0.167944], [4.563659, 2.355706, -0.782974], [6.087239, 2.664546, -1.705002], [5.149021, 4.924469, -2.339879], [4.086500, 3.510393, -2.770591], [3.395496, 6.420833, -1.902624], [-3.588220, 2.776491, -4.404015], [-2.502927, 3.033705, -3.372139], [-4.472137, 1.987046, -3.924792], [-4.124291, 4.151664, -4.837493], [-4.294433, 4.969518, -3.784614], [-3.235508, 4.856658, -5.621582], [-5.286839, 4.118421, -5.537922], [-1.237645, 3.612082, -3.910809], [-0.025588, 3.117460, -3.008650], [-0.291451, 3.461339, -1.975979], [-0.028839, 2.063110, -3.114042], [0.898401, 3.671547, -3.211101], [-1.268150, 4.725925, -3.766680], [-1.116882, 3.300810, -4.982271], [-3.008122, 2.534291, -5.368203], [6.922930, 0.077442, 2.621279], [5.696640, -0.346554, 3.338695], [8.097129, -0.326891, 2.995616], [6.437291, -0.455267, 1.271198], [7.120237, 0.127821, 0.140013], [6.688614, -1.774351, 1.091975], [5.135840, -0.236547, 0.965485], [5.880652, -0.431632, 4.725764], [5.669526, 0.872170, 5.468133], [5.900227, 0.759562, 6.544480], [6.480494, 1.548123, 5.198989], [4.667250, 1.295118, 5.479185], [6.955076, -0.728341, 4.951850], [5.178517, -1.231220, 5.115979], [6.798082, 1.195150, 2.487805], [-3.102998, -4.483437, 4.572139], [-2.006897, -3.694766, 5.066291], [-3.851390, -4.015178, 3.561049], [-2.426193, -5.789791, 4.119833], [-3.152945, -6.623495, 3.410261], [-1.260847, -5.536188, 3.474291], [-1.953885, -6.387630, 5.229940], [-1.409552, -2.819596, 4.133192], [0.012922, -2.497509, 4.553307], [0.399720, -1.780861, 3.780932], [-0.005984, -2.058922, 5.559952], [0.512316, -3.480758, 4.536701], [-1.893956, -1.828385, 4.198852], [-1.450544, -3.150221, 3.092745], [-3.692349, -4.790825, 5.478090], [-0.253448, 3.837920, 5.891312], [0.063858, 2.998955, 4.688433], [0.674531, 4.029793, 6.687791], [-1.311787, 4.916414, 5.446149], [-2.578445, 4.531131, 5.855241], [-1.131909, 6.056853, 6.038808], [-1.467560, 5.228686, 4.115775], [0.784498, 3.620428, 3.651524], [2.292589, 3.847759, 3.872858], [2.458930, 4.467400, 4.762460], [2.879616, 2.955771, 3.919783], [2.616452, 4.541638, 3.062426], [0.422287, 4.569779, 3.369665], [0.661321, 3.069088, 2.736470], [-1.118071, 3.180847, 6.155398]], "atomic_forces_ev_per_a": [[-0.2, -0.5, 0.5], [-0.1, 1.5, 0.6], [-0.7, 0.4, 1.0], [1.3, -0.2, -0.7], [-1.6, 1.0, -0.5], [1.6, -0.9, 0.1], [-2.3, 0.2, 0.3], [0.7, 0.4, 0.9], [-0.1, -2.2, -1.0], [0.2, 0.1, 0.3], [-0.4, -0.2, -0.1], [0.1, 0.4, -0.4], [0.2, 0.1, -0.2], [-0.8, -1.1, -0.9], [0.1, 0.0, -0.1], [0.4, 0.6, 0.2], [0.6, 0.4, -0.1], [0.7, -1.3, 0.1], [-0.2, 0.3, 0.2], [-1.8, -0.3, 0.9], [1.4, 0.3, -0.9], [0.6, 0.1, -0.1], [0.3, -0.1, 0.1], [0.0, 0.5, -0.3], [0.0, -0.3, -0.5], [0.2, 0.0, 0.3], [-0.4, 0.5, 0.5], [3.1, -1.4, -0.5], [0.8, 0.6, -0.4], [-0.4, 0.4, 0.5], [-1.8, 1.0, 0.1], [-1.1, -0.5, -0.2], [-0.7, -2.3, -0.5], [2.0, 0.3, 1.3], [2.2, 0.7, -0.1], [1.5, -2.4, -1.3], [-0.3, -0.3, 0.7], [0.1, 0.1, -0.2], [-2.1, 1.1, -0.1], [-0.1, 0.8, 0.6], [-0.4, -0.4, 0.7], [0.3, -0.8, 0.0], [-0.2, 0.0, -1.7], [0.6, 0.8, 0.7], [0.2, -0.4, 0.0], [0.3, 0.2, -0.1], [0.5, 0.3, -0.1], [-0.5, 0.9, 0.3], [-1.3, 0.4, 0.0], [-0.4, 0.0, -0.2], [-0.8, -0.6, -0.2], [-0.5, -0.2, -0.2], [-0.8, 0.8, 0.0], [0.1, 1.0, 0.8], [-0.8, 1.4, -0.2], [0.5, 0.0, 0.1], [0.8, 0.2, 0.4], [-0.6, -1.5, 0.4], [-1.2, -0.2, -1.0], [0.5, -1.0, 0.6], [-0.3, 1.1, -0.5], [0.1, 0.5, -0.2], [1.0, 1.1, 0.0], [0.5, -0.5, 0.3], [0.1, -1.3, 0.3], [0.0, 0.3, 0.6], [0.2, -0.1, 0.0], [-0.4, 0.1, 0.0], [-0.1, 0.1, -0.3], [-0.2, 0.3, -1.2], [0.2, 0.2, -0.1], [0.2, 0.0, 0.3], [0.6, 0.1, -0.2], [-0.2, -0.2, -0.2], [0.1, 0.7, 0.1], [0.1, -0.8, 0.4], [0.2, -0.4, 0.4], [-0.4, -0.7, 0.1], [-0.4, 0.2, -0.3], [-0.2, 0.1, 0.5], [-0.5, -0.5, -0.2], [-0.3, -0.4, 0.4], [-1.2, -1.6, 1.2], [0.7, -0.4, 0.4], [-0.1, 1.1, -0.3], [-1.5, 0.8, -1.5], [0.4, -0.4, -0.2], [-1.0, -1.3, -1.1], [-0.6, 0.7, 0.7], [0.7, -2.2, 0.4], [0.1, 0.5, -0.2], [0.4, -0.1, 0.0], [-0.2, 0.7, -0.4], [0.2, 0.2, 0.0], [1.0, 0.7, -0.9], [-0.3, -0.5, -0.4], [0.0, 0.3, 0.4], [0.4, -0.3, 0.9], [-0.1, -0.2, 0.1], [0.7, -0.2, 0.3], [-0.2, 1.2, -0.4], [0.1, -0.1, -0.1], [0.9, -0.4, 0.5], [-0.3, 0.6, 0.1], [0.2, -0.2, -0.4], [0.0, 0.5, 0.0], [-0.2, 1.2, -0.3], [0.2, -0.1, 0.6], [0.2, 1.5, 1.4], [-1.1, -0.4, -0.4], [-0.9, -0.4, 0.0], [-0.4, 0.5, 0.6], [1.2, 0.1, 1.4], [-3.4, 1.3, 0.4], [-0.7, -0.3, -0.8], [-0.2, -0.5, -0.5], [2.6, 0.4, 0.3], [-0.1, -0.3, -0.2], [0.3, -0.4, -0.7], [0.1, -0.3, -0.1], [0.7, 0.0, -0.1], [-0.2, 0.0, -0.1], [0.1, -0.1, -0.3], [0.6, 0.1, 0.1], [-0.6, 0.2, -1.2], [0.1, -0.8, -0.4], [-0.5, 0.3, -0.1], [0.8, 0.4, 0.0], [1.8, -0.1, 0.7], [-0.3, 0.3, 0.9], [-0.6, 0.4, -0.5], [-0.1, -0.3, -0.1], [0.0, -0.7, -0.1], [0.1, -0.4, -0.6], [0.7, -0.3, 0.4], [0.1, 0.7, -0.1], [2.0, -0.9, 0.3], [-1.0, 2.4, 0.0], [-0.1, 1.4, 0.5], [-0.7, -1.6, -1.1], [-1.4, -0.6, -0.4], [0.6, -1.5, 0.6], [0.6, 1.7, -0.4], [1.0, -0.5, 0.6], [0.5, -0.7, 0.4], [0.0, 0.0, -0.6], [-1.0, -0.1, 0.4], [-0.2, 0.2, -0.4], [-0.7, -0.1, 0.1], [-0.1, -0.6, 0.1], [0.3, -0.7, 0.4], [0.8, 0.0, -0.7], [0.9, -0.6, 0.8], [-1.2, 0.9, 0.3], [0.0, 0.4, -0.9], [0.6, 0.5, 0.9], [-0.1, 0.0, 0.3], [-0.4, -0.7, -0.2], [0.2, 0.2, -0.1], [0.3, 0.1, 0.0], [-0.4, 0.1, 0.0], [-0.4, 0.0, -0.6], [-0.1, -0.5, -0.7], [-0.2, 0.9, 0.1], [0.4, 0.4, -0.9], [-0.8, 0.1, -1.6], [0.0, 0.2, 0.9], [-0.1, 0.6, 0.5], [0.1, 1.5, -0.9], [-0.5, 1.7, -1.1], [-1.0, -1.6, -0.6], [0.0, 0.1, 0.0], [-0.3, 0.3, 0.7], [0.5, 0.2, 0.0], [-0.2, -0.2, 0.4], [0.3, -0.7, 0.1], [0.3, -0.7, -0.3], [0.2, -0.1, 0.3], [0.9, 0.2, 0.2], [-0.5, 0.0, 0.2], [-0.3, -0.9, -0.3], [-0.4, 0.5, 0.3], [1.0, -1.3, -0.6], [1.1, -0.1, 0.3], [-0.2, -0.1, 0.0], [-0.2, 0.2, 0.8], [0.4, -0.4, 1.2], [-0.7, -0.1, 0.3], [0.4, 0.0, 0.5], [0.8, 1.7, 0.7], [0.0, -1.0, 0.8], [-0.2, 1.2, -0.1], [1.3, -0.5, -1.9], [1.1, -1.3, 0.6], [-0.4, -0.6, -0.4], [-0.7, 1.0, -1.7], [0.8, -0.9, -0.9], [-1.1, 2.5, -1.6], [-0.6, -0.4, 0.5], [-0.7, 0.0, 0.5], [-0.1, -0.4, -1.4], [0.8, 0.7, 0.3], [-0.4, 0.2, -0.7], [-0.4, -0.3, -0.6], [0.5, -1.2, 0.5], [-0.6, 1.1, -0.6], [-0.4, 0.0, 0.5], [0.1, 0.3, 0.4], [0.5, 0.5, 0.4], [-0.3, -0.4, 0.9], [0.0, 0.4, 0.6], [0.3, -0.6, 0.9], [-0.3, 0.7, 1.1], [0.1, -0.5, -0.3], [0.0, -1.1, 1.2], [0.0, -0.7, 0.4], [0.5, 0.9, -0.9], [0.1, 0.0, -0.9], [1.0, -0.1, -0.3], [2.8, 1.1, 1.2], [-2.5, -0.3, -1.9], [-0.3, 0.4, 1.3], [-0.5, -0.2, -0.1], [-0.9, -0.5, -0.3], [0.5, -0.5, 0.4], [0.7, 0.4, 0.3], [-0.4, -0.2, -0.2], [0.1, 1.0, 0.5], [0.0, 0.0, 0.0], [-0.2, -0.2, 0.0], [-0.7, -0.7, 0.6], [1.1, -2.3, -0.3], [-0.7, 0.3, 0.2], [-0.8, 0.4, -0.3], [-0.2, 0.6, 1.5], [0.6, 0.4, -0.6], [0.2, -0.8, 0.3], [0.1, -0.4, -1.5], [-0.5, 0.5, 1.4], [-1.6, 0.5, -0.9], [0.1, 0.4, 0.2], [0.6, -0.1, 0.1], [0.6, -0.7, -0.1], [0.1, -0.4, -0.1], [0.2, 0.2, -0.2], [0.2, 1.3, -0.1], [1.0, 0.2, -0.3], [1.3, 0.5, -1.5], [-0.2, -0.5, 0.0], [0.0, 1.5, -0.1], [-0.7, 0.1, 0.4], [-0.2, -0.6, -0.1], [0.8, -0.2, 0.5], [0.0, -0.1, 1.6], [-2.3, 2.1, -0.1], [0.2, -0.8, -0.6], [0.6, -1.2, 0.3], [0.0, -0.4, -0.3], [-0.2, -0.8, -0.7], [-0.1, 0.5, 0.8], [-0.1, -0.7, 0.5], [0.6, 1.2, -0.5], [0.2, -0.1, 0.9], [-1.1, -0.1, -0.3], [0.6, 0.1, -2.2], [-0.5, -0.3, 1.4], [-0.4, 0.0, 0.0], [0.5, -0.2, 0.0], [0.6, -0.9, 1.2], [0.6, 0.0, 1.2], [-0.2, -0.5, -0.3], [-0.5, 0.5, -0.5], [0.0, 0.2, -0.7], [-1.2, -0.1, -0.4], [0.7, 0.7, -0.4], [0.1, -0.3, 0.3], [-1.2, -0.7, -1.4], [-0.3, 0.3, 0.1], [0.4, 0.4, 0.7], [1.8, 1.2, 2.0], [-0.3, -0.6, -0.4], [0.0, -0.1, -1.5], [-0.6, -1.3, 0.5], [-0.2, 1.6, 0.3], [-0.3, -0.6, -0.8], [0.1, -0.6, 0.9], [0.4, -0.1, -0.3], [0.5, 0.6, 0.2], [-0.3, -0.6, -0.4], [-0.1, -0.1, 0.3], [0.4, 0.4, -0.1], [-2.4, -2.6, -2.0], [-0.2, 0.3, -0.7], [1.0, 1.3, 1.2], [0.0, 1.1, -0.9], [0.1, -0.3, -0.4], [0.5, 1.7, 0.9], [-0.2, -0.5, 0.2], [1.7, -0.2, 0.2], [-0.7, 1.6, -0.1], [-0.1, -0.5, 0.1], [0.4, -0.5, 0.0], [0.1, -0.9, 0.1], [-0.8, 1.3, 0.1], [-0.2, -0.9, -0.4], [0.5, -0.9, 1.3]]}